Formula: C48H81N10O3S
Source: OMol25
Level of theory: ωB97M-V/def2-TZVPD

XYZ file:
```
143
Properties=species:S:1:pos:R:3:forces:R:3
C -1.701 3.758 2.669 0.4 0.1 -0.2
C -0.622 3.495 3.726 -0.2 0.0 0.2
C -0.724 2.143 4.440 -0.4 0.2 -0.1
C -0.696 0.919 3.537 0.4 -0.1 -0.1
C 0.606 0.752 2.736 -0.8 0.0 -0.3
C 0.296 0.032 1.412 0.0 -0.1 0.7
C 1.530 -0.529 0.669 0.0 0.7 0.6
C 1.908 -0.031 -0.727 -0.2 -0.9 -0.4
C 0.848 -0.488 -1.754 -0.7 0.5 -0.2
N -0.559 -0.349 -1.353 0.4 -0.3 -0.2
C -1.319 -1.588 -1.563 -0.4 0.5 0.1
N 2.025 1.482 -0.777 -0.8 0.2 1.0
S 0.540 2.487 -0.837 -0.2 0.1 -0.4
C 2.894 1.982 0.330 0.4 0.3 -0.2
C 4.284 1.320 0.234 0.3 0.3 0.8
C 4.795 0.675 1.539 0.0 -0.1 -0.1
N 4.431 0.526 -0.979 -0.1 0.2 -0.5
C 4.928 1.504 -1.995 0.0 0.4 -0.2
C 5.283 1.337 -3.470 -0.2 -0.2 -0.6
C 4.208 1.420 -4.568 0.4 0.1 -0.1
C 3.101 2.423 -4.336 0.0 0.1 -0.8
O 3.675 3.669 -3.905 -0.4 0.1 0.8
C 2.952 4.324 -2.970 1.0 1.5 1.3
O 3.445 5.088 -2.157 -0.8 -1.5 -1.6
C 3.395 -0.523 -1.177 0.0 -0.8 0.4
C 3.401 -1.029 -2.624 0.3 0.0 0.0
C 4.719 -1.651 -3.117 0.0 0.6 -0.5
C 3.858 -1.720 -0.288 0.3 0.1 0.0
C 3.251 -3.140 -0.366 -0.1 -0.8 0.1
O 1.931 -3.264 -0.908 -0.2 0.4 0.2
C 4.166 -4.223 -0.957 0.3 0.2 0.0
N 4.225 -5.373 -0.067 0.0 0.3 0.0
H -2.550 4.291 3.085 -0.2 -0.1 0.1
H -2.064 2.851 2.193 -0.1 -0.1 0.0
H -1.292 4.386 1.877 -0.1 0.1 -0.1
H -0.724 4.262 4.492 0.1 0.1 0.1
H 0.372 3.642 3.301 0.1 -0.1 -0.1
H -1.676 2.135 4.973 0.0 0.0 0.2
H 0.060 2.095 5.196 0.1 -0.2 0.1
H -1.510 0.972 2.816 -0.2 0.1 0.0
H -0.885 0.022 4.126 0.0 -0.1 0.1
H 1.346 0.191 3.304 0.2 0.1 0.1
H 0.958 1.766 2.543 0.4 0.0 0.0
H -0.341 -0.807 1.692 -0.1 -0.1 -0.2
H -0.348 0.676 0.833 0.0 -0.1 -0.3
H 1.449 -1.608 0.620 -0.1 -0.1 -0.3
H 2.368 -0.353 1.341 0.1 0.0 -0.1
H 1.018 0.044 -2.698 0.1 0.0 -0.1
H 0.987 -1.539 -1.956 0.3 0.0 0.1
H -0.987 0.354 -1.936 -0.1 0.2 0.2
H -2.324 -1.422 -1.179 -0.1 -0.1 0.1
H -0.881 -2.410 -1.008 0.1 -0.1 0.0
H -1.421 -1.832 -2.624 0.1 -0.3 -0.1
H 2.453 1.706 -1.676 0.4 0.0 0.1
H 0.518 2.875 0.447 0.2 -0.2 0.1
H 2.423 1.817 1.291 -0.3 -0.3 -0.1
H 2.955 3.058 0.188 0.1 0.1 -0.1
H 4.917 2.196 0.148 0.4 -0.2 -0.4
H 5.490 1.332 2.055 -0.1 0.2 0.0
H 4.015 0.427 2.257 -0.1 -0.2 0.0
H 5.367 -0.210 1.284 0.0 -0.1 0.1
H 4.318 2.419 -1.961 -0.1 0.0 0.1
H 5.876 1.832 -1.573 0.0 0.0 0.2
H 5.949 0.511 -3.695 0.0 -0.2 0.2
H 5.913 2.204 -3.667 0.0 0.2 0.2
H 4.726 1.739 -5.473 0.1 0.1 -0.1
H 3.770 0.461 -4.835 -0.1 -0.1 0.1
H 2.321 2.086 -3.646 0.1 0.0 0.2
H 2.604 2.596 -5.291 -0.2 0.0 0.0
H 1.865 4.133 -2.990 0.1 -0.2 -0.1
H 2.677 -1.822 -2.730 -0.3 0.1 0.2
H 3.049 -0.229 -3.273 0.2 -0.1 -0.1
H 5.568 -1.454 -2.473 0.1 -0.1 0.2
H 4.616 -2.712 -3.310 0.0 -0.2 0.3
H 4.979 -1.220 -4.080 0.0 -0.1 -0.1
H 4.921 -1.807 -0.491 0.1 -0.1 -0.2
H 3.854 -1.449 0.761 -0.2 0.1 0.0
H 3.130 -3.485 0.660 0.0 0.3 0.2
H 1.973 -3.623 -1.795 0.1 -0.2 -0.2
H 3.848 -4.481 -1.977 -0.1 0.1 -0.1
H 5.177 -3.831 -1.047 0.1 0.0 0.0
H 4.776 -6.110 -0.478 0.0 -0.2 0.0
H 3.300 -5.717 0.147 -0.1 -0.2 -0.1
N 4.804 5.228 -7.970 0.0 0.0 0.0
C 4.634 4.781 -6.688 0.0 0.0 -0.1
C 5.867 4.433 -6.201 0.0 -0.1 0.0
C 6.815 4.679 -7.231 0.0 0.0 0.0
C 6.128 5.169 -8.308 0.0 0.0 0.0
H 4.070 5.551 -8.572 0.0 0.0 0.0
H 3.660 4.756 -6.233 0.0 0.1 0.0
H 6.067 4.051 -5.215 0.0 0.1 0.0
H 7.879 4.519 -7.184 0.0 0.0 0.0
H 6.467 5.484 -9.279 0.0 0.0 0.0
N -7.249 -1.808 0.043 0.1 0.0 0.0
C -6.521 -2.932 -0.244 -0.1 0.0 0.0
C -5.472 -2.557 -1.039 0.1 0.0 -0.1
C -5.569 -1.152 -1.235 0.0 0.0 0.0
C -6.673 -0.718 -0.552 0.0 0.0 0.0
H -8.078 -1.788 0.608 0.0 0.0 0.1
H -6.812 -3.895 0.139 0.0 0.0 0.0
H -4.717 -3.217 -1.436 0.0 0.0 0.0
H -4.905 -0.531 -1.813 0.0 0.0 0.0
H -7.098 0.264 -0.441 0.0 0.0 0.0
N 0.056 -0.845 7.168 -0.1 0.0 0.0
C -1.091 -1.549 7.424 0.0 0.0 -0.1
C -1.885 -0.778 8.229 0.0 0.0 0.0
C -1.189 0.437 8.473 -0.1 0.1 0.0
C 0.004 0.366 7.807 0.0 0.0 -0.1
H 0.818 -1.170 6.605 0.1 0.0 0.0
H -1.243 -2.532 7.012 0.0 0.0 0.0
H -2.857 -1.052 8.603 0.0 0.0 0.0
H -1.528 1.268 9.068 0.0 0.0 0.0
H 0.816 1.069 7.730 0.0 0.0 0.1
N -0.217 5.179 7.696 -0.1 0.0 0.0
C -0.807 6.304 8.206 0.0 0.0 0.0
C -2.122 6.014 8.448 0.0 0.0 0.0
C -2.335 4.660 8.071 0.0 0.0 0.0
C -1.142 4.171 7.612 0.1 0.0 -0.1
H 0.745 5.105 7.427 0.0 0.0 0.0
H -0.243 7.208 8.354 0.0 0.0 0.0
H -2.852 6.695 8.852 0.0 0.0 0.0
H -3.258 4.109 8.132 0.0 0.0 0.0
H -0.874 3.198 7.237 0.0 0.0 0.0
N -9.639 -3.233 -1.613 0.0 0.0 0.0
C -10.553 -2.832 -0.677 0.1 0.0 0.0
C -11.698 -3.558 -0.865 0.0 0.0 0.0
C -11.468 -4.433 -1.959 0.0 0.0 0.0
C -10.191 -4.208 -2.399 0.0 0.0 0.0
H -8.710 -2.866 -1.713 0.0 0.0 0.0
H -10.318 -2.065 0.041 -0.1 0.0 0.0
H -12.601 -3.471 -0.285 0.0 0.0 0.0
H -12.161 -5.144 -2.375 0.0 0.0 0.0
H -9.631 -4.656 -3.202 0.0 0.0 0.0
N -5.808 -6.138 -2.649 0.0 0.0 0.0
C -5.766 -7.484 -2.412 0.0 0.0 0.0
C -4.523 -7.934 -2.769 0.0 0.0 0.0
C -3.786 -6.813 -3.239 0.0 0.0 0.0
C -4.606 -5.721 -3.151 0.0 0.1 0.0
H -6.601 -5.546 -2.482 0.0 0.0 0.0
H -6.619 -8.004 -2.013 0.0 0.0 0.0
H -4.180 -8.953 -2.702 0.0 0.0 0.0
H -2.771 -6.812 -3.600 0.0 0.0 0.0
H -4.440 -4.688 -3.404 0.0 0.0 0.0
```
Forces are in eV/Å.

Its lowest unoccupied orbital energy is -0.10669 Eh. Its net charge is +1. The value obtained for the total energy is -82957.894 eV. The HOMO-LUMO gap comes out at 6.75 eV.